{"formula": "C27H50EuN14O2PSb", "method": "ωB97M-V with the def2-TZVPD basis set", "orbital_gap_ev": [7.03, 7.52], "fmax_ev_per_a": 3.1, "spin_multiplicity": 8, "charge": 2, "total_energy_ev": -88910.5452, "species": ["Eu", "C", "N", "C", "C", "N", "C", "P", "C", "N", "C", "C", "N", "C", "C", "N", "C", "C", "N", "C", "H", "H", "H", "H", "H", "H", "H", "H", "H", "H", "H", "H", "H", "H", "H", "N", "C", "C", "C", "C", "N", "C", "N", "N", "C", "O", "O", "H", "H", "H", "H", "H", "H", "H", "H", "H", "H", "H", "H", "H", "H", "C", "N", "C", "N", "C", "N", "C", "N", "C", "C", "H", "H", "H", "H", "H", "H", "H", "H", "H", "H", "H", "H", "C", "Sb", "C", "C", "H", "H", "H", "H", "H", "H", "H", "H", "H"], "xyz": [[1.21567, -21.37053, 3.60293], [-1.32288, -16.72442, 6.22991], [-1.04176, -17.79360, 5.24728], [-1.89781, -18.08039, 4.16721], [-1.36044, -19.18041, 3.57829], [-0.18681, -19.53895, 4.23861], [-0.08622, -18.71614, 5.28885], [1.27873, -18.78824, 6.50816], [2.66983, -18.53965, 5.25963], [2.70510, -19.28373, 4.12775], [3.74575, -18.78548, 3.40499], [4.37880, -17.74847, 4.03883], [3.65416, -17.57189, 5.22130], [3.87855, -16.61438, 6.29523], [1.34475, -20.52213, 7.07589], [1.30057, -21.58654, 6.29614], [1.29920, -22.72748, 7.13047], [1.35196, -22.34339, 8.43584], [1.31096, -20.91744, 8.40957], [1.44793, -20.06851, 9.59568], [-0.39870, -16.31984, 6.49930], [-1.87341, -17.08938, 7.08628], [-2.03734, -15.99184, 5.85833], [-2.91604, -17.67462, 4.04018], [-1.77005, -19.69195, 2.77851], [3.87581, -19.18713, 2.44665], [5.27372, -17.15755, 3.70500], [4.94445, -16.37148, 6.33022], [3.63932, -17.13394, 7.20171], [3.23403, -15.72343, 6.24981], [1.43223, -23.70431, 6.73202], [1.25277, -22.90358, 9.38256], [1.09558, -19.07146, 9.39887], [2.57858, -20.00367, 9.76950], [0.93853, -20.49984, 10.43778], [-1.41667, -23.48149, -0.18151], [-1.42709, -23.72161, 1.24048], [-1.26401, -25.23510, 1.61172], [0.05594, -25.89630, 1.07247], [0.00998, -26.52836, -0.33441], [0.16103, -25.48081, -1.35692], [-0.02424, -25.63281, -2.64905], [-0.05050, -24.56367, -3.43408], [-0.20949, -26.84636, -3.20516], [-0.45360, -22.82973, 2.01252], [-0.20526, -23.17666, 3.21779], [0.00215, -21.76149, 1.50089], [-2.32775, -23.69645, -0.63465], [-1.20295, -22.51088, -0.35563], [-2.46308, -23.43578, 1.65994], [-2.14763, -25.87904, 1.21402], [-1.30787, -25.25846, 2.73108], [0.14797, -26.82887, 1.76391], [0.98372, -25.35157, 1.24628], [-1.02540, -26.99530, -0.35632], [0.72494, -27.43909, -0.43449], [-0.21854, -24.58372, -0.96323], [0.03551, -23.62804, -3.10144], [-0.51111, -24.63404, -4.34139], [0.28501, -27.65445, -2.77463], [-0.00463, -26.76398, -4.17609], [3.23259, -23.85292, 2.54531], [4.03254, -24.73472, 1.65817], [3.59226, -24.52639, 0.32135], [3.80291, -23.16413, -0.15943], [3.08393, -22.25570, 0.77065], [3.38066, -22.43026, 2.21440], [4.82181, -22.10883, 2.33686], [5.70683, -22.95558, 1.44468], [5.48847, -24.34420, 1.79681], [5.22644, -22.83122, 0.05192], [3.51017, -24.02758, 3.59046], [2.22025, -24.21346, 2.45367], [2.55805, -24.70485, 0.08917], [4.16720, -25.18189, -0.36770], [2.02628, -22.41944, 0.60236], [3.30686, -21.24580, 0.42201], [5.13511, -22.30663, 3.44030], [4.97560, -21.04260, 2.08657], [5.71199, -24.53524, 2.89507], [6.07889, -24.96704, 1.11322], [5.80845, -23.54667, -0.56932], [5.28694, -21.84015, -0.30067], [0.14179, -17.96975, -2.84881], [1.48447, -17.62805, -1.15795], [0.10048, -16.38210, 0.07454], [2.90546, -16.43187, -2.14553], [-0.84375, -17.84705, -2.43776], [0.29766, -18.99953, -3.12728], [0.36221, -17.32858, -3.77197], [0.00104, -16.74627, 1.10594], [-0.86553, -16.28880, -0.39192], [0.61448, -15.38127, 0.11861], [2.36809, -16.24383, -3.07988], [3.79486, -17.00934, -2.38179], [3.16290, -15.49723, -1.66217]], "forces_ev_per_a": [[1.562, 0.003, 0.375], [-1.338, -0.966, -0.491], [-2.588, 1.125, -0.083], [0.054, -0.300, 1.055], [1.332, 1.083, 1.760], [-1.866, 0.731, 0.281], [0.937, -1.089, -1.041], [0.748, 1.509, 0.169], [-0.163, -0.903, -1.091], [0.639, 1.308, 1.500], [-0.329, 0.251, 0.617], [-0.140, 0.369, 0.230], [-0.376, -0.863, -0.375], [0.354, 0.083, -0.014], [-0.516, -1.175, 0.619], [0.308, -1.340, 0.411], [0.631, 1.867, -0.455], [-0.839, 1.949, 0.158], [0.041, -1.057, -0.656], [2.472, -0.194, -0.563], [1.145, 0.979, 0.616], [0.330, -0.597, 0.412], [0.545, 0.105, -0.699], [1.083, 0.211, 0.128], [-0.354, -1.055, -1.483], [0.676, -0.262, -1.146], [-1.306, -0.554, 0.750], [-0.322, 0.226, -0.083], [-0.058, -0.103, 0.632], [0.390, -0.279, -0.365], [-0.342, -0.493, -0.255], [0.331, 0.524, -0.795], [-0.293, 0.256, -0.119], [-1.626, 0.039, 0.304], [-0.133, -0.193, 0.253], [-0.273, -0.171, -1.194], [-2.052, -0.823, 1.171], [-0.313, 0.002, -0.605], [-0.339, -2.494, 1.767], [-0.746, -1.543, 0.439], [-0.245, -0.043, 0.750], [0.071, -0.422, 1.228], [-0.711, 0.113, -1.562], [0.985, -0.533, 0.383], [-0.058, 0.033, 0.725], [-0.636, -0.544, -1.167], [-0.637, -0.865, -0.268], [0.868, 0.243, 0.670], [0.010, 0.363, -0.004], [1.410, -0.207, -0.294], [1.307, 1.278, 0.625], [0.201, -0.224, -1.069], [0.091, 1.466, -1.097], [-0.261, 0.302, -0.049], [1.014, 0.455, -0.535], [-0.765, 1.922, 0.010], [0.199, 0.020, -0.214], [0.107, 0.284, 0.557], [0.395, -0.041, 0.375], [-0.818, 0.942, -0.274], [-0.036, -0.657, -0.903], [0.700, -1.118, -0.255], [0.256, 0.431, 1.452], [0.969, -0.155, -2.205], [0.578, 0.780, 1.825], [-0.754, -0.422, -1.232], [0.732, 0.147, -0.778], [1.344, -0.496, 1.314], [-1.590, 0.788, 0.429], [-0.967, -0.744, 1.164], [0.086, -1.446, -0.475], [0.240, 0.136, -0.107], [-0.643, 0.368, -0.096], [-0.701, -0.571, 0.656], [-0.205, 0.151, 0.440], [-0.286, 0.013, 0.137], [-0.007, 0.174, 0.439], [-0.376, 0.448, -1.877], [-0.007, -0.615, 0.142], [0.181, 0.217, -1.442], [-0.064, -0.044, 0.438], [-0.079, 0.715, 0.277], [0.805, 1.258, -0.347], [1.252, 0.944, -0.700], [-0.947, -1.253, 1.048], [1.784, 0.971, -0.226], [-0.499, 0.546, -0.731], [-0.548, 0.176, -0.235], [-0.084, -0.363, -0.163], [-0.517, -0.692, 1.481], [0.148, -0.157, -0.440], [-0.282, 0.078, -0.212], [-0.793, -0.753, 0.029], [0.448, 0.405, -0.028], [0.018, -0.065, 0.216], [0.051, 0.098, 0.041]]}